1.
{"formula": "C30H43CoF5OP2", "method": "ωB97M-V/def2-TZVPD", "homo_lumo_gap_ev": [5.12, 3.93], "homo_energy_ev": [-8.629, -8.541], "total_charge": 1, "multiplicity": 5, "s2": 6.0739, "symbols": ["Co", "C", "C", "C", "C", "C", "C", "H", "H", "H", "C", "H", "H", "H", "C", "H", "H", "H", "C", "H", "H", "H", "C", "H", "H", "H", "C", "C", "C", "C", "C", "C", "C", "C", "H", "H", "H", "H", "H", "H", "H", "H", "H", "H", "H", "H", "P", "P", "C", "C", "H", "H", "H", "H", "C", "H", "H", "H", "C", "H", "H", "H", "C", "H", "H", "H", "C", "H", "H", "H", "F", "C", "C", "F", "C", "F", "C", "O", "C", "F", "C", "F"], "coordinates": [[3.3355, 0.2684, -2.9539], [-0.4816, -1.5065, 3.6063], [-0.1074, -2.5720, 2.7336], [1.6867, -1.1072, 2.9076], [0.6268, -0.6157, 3.7186], [1.2463, -2.3419, 2.3362], [-1.7951, -1.3001, 4.2354], [-2.5586, -1.9589, 3.7948], [-2.1121, -0.2550, 4.0835], [-1.7872, -1.4862, 5.3233], [0.6256, 0.6225, 4.4916], [-0.3174, 1.1596, 4.3051], [1.4647, 1.2650, 4.1940], [0.7015, 0.4348, 5.5760], [3.0571, -0.5645, 2.8445], [3.6578, -0.9356, 3.6955], [3.0210, 0.5296, 2.8844], [3.6226, -0.8310, 1.9397], [2.0792, -3.2350, 1.5141], [2.7320, -3.8090, 2.1849], [2.7214, -2.6658, 0.8353], [1.4410, -3.8911, 0.9184], [-0.9231, -3.7644, 2.4080], [-0.8015, -4.5482, 3.1810], [-0.6250, -4.2051, 1.4441], [-1.9923, -3.5156, 2.3510], [-1.8780, 0.8561, 0.5448], [-2.6804, -0.1476, 0.9163], [-3.0887, -1.3529, 0.1509], [-2.3554, -1.6474, -1.1885], [-0.9445, -2.1437, -1.0729], [0.1580, -1.5100, -0.6753], [0.3350, -0.0600, -0.4551], [-0.8807, 0.8789, -0.5909], [-4.1681, -1.3136, -0.1039], [-2.4254, -0.7798, -1.8578], [-2.8998, -2.2025, 0.8253], [-1.3726, 0.7127, -1.5495], [-1.6175, 1.5773, 1.3321], [-3.0029, -0.1906, 1.9568], [-0.4747, 1.8985, -0.6259], [0.8907, 0.1303, 0.4711], [1.1137, -2.0604, -0.7877], [1.0148, 0.2358, -1.2761], [-2.9523, -2.4524, -1.6688], [-0.8587, -3.1933, -1.3806], [1.1032, 0.6676, -3.8632], [4.0042, -0.2218, -4.7532], [1.6405, 0.8271, -5.6204], [3.1480, 1.0386, -5.7674], [1.0597, 1.6686, -6.0242], [1.2993, -0.1053, -6.0998], [3.4649, 0.9275, -6.8076], [3.4407, 2.0437, -5.4176], [5.7386, 0.2163, -4.8352], [6.2883, -0.4771, -4.1967], [5.8477, 1.2340, -4.4480], [6.0872, 0.1605, -5.8650], [3.6047, -1.8505, -5.4394], [3.8308, -1.8783, -6.5079], [2.5450, -2.0787, -5.2705], [4.2025, -2.5893, -4.8937], [0.5584, 2.4042, -3.5764], [-0.0380, 2.4847, -2.6524], [-0.0640, 2.6919, -4.4448], [1.4395, 3.0598, -3.5149], [-0.5456, -0.0284, -4.2977], [-0.4490, -0.9449, -4.8886], [-1.0652, 0.7051, -4.9337], [-1.2121, -0.2488, -3.4606], [-5.7291, 5.4545, 4.9995], [-4.8095, 4.5695, 4.5964], [-4.3085, 3.6227, 5.5009], [-4.7493, 3.6148, 6.7754], [-3.3662, 2.7190, 5.0733], [-2.8815, 1.7999, 5.9251], [-2.8662, 2.7097, 3.7323], [-2.0138, 1.8579, 3.3504], [-3.4191, 3.6971, 2.8530], [-2.9912, 3.7255, 1.5796], [-4.3656, 4.6018, 3.2685], [-4.8596, 5.5143, 2.4073]], "forces_ev_per_a": [[-2.457, 0.407, 3.802], [-0.020, -2.764, -1.933], [-0.680, 1.612, 1.620], [-1.537, 0.006, 0.945], [2.495, -0.393, -1.643], [-0.346, 1.009, 0.486], [-0.759, 0.157, 0.225], [0.218, 0.163, 0.180], [0.027, -0.384, 0.192], [0.049, 0.064, -0.288], [-0.033, 0.847, 0.405], [0.444, -0.106, 0.274], [-0.205, -0.087, 0.209], [-0.029, 0.072, -0.250], [0.737, 0.290, 0.181], [-0.049, 0.318, -0.269], [0.248, -0.104, 0.109], [-0.295, -0.037, 0.084], [0.020, -0.081, -0.100], [-0.054, -0.174, -0.288], [0.046, -0.059, 0.080], [0.280, -0.189, 0.097], [-0.193, -0.568, -0.041], [-0.144, 0.210, -0.360], [-0.185, 0.102, 0.244], [0.253, -0.165, 0.019], [1.070, -0.669, 1.180], [0.427, 0.417, -0.116], [0.209, -0.466, -0.704], [-0.915, -0.178, 0.020], [0.109, -0.613, -0.071], [0.073, -0.698, -1.049], [0.134, 0.793, 0.039], [-0.337, 0.404, -0.227], [0.418, -0.055, 0.450], [-0.177, -0.280, 0.227], [-0.377, 0.007, -0.275], [0.198, 0.102, -0.020], [-0.387, -0.341, -0.531], [-0.300, 0.496, -0.218], [-0.072, -0.129, -0.050], [-0.204, 0.005, 0.071], [-0.642, 0.188, 0.428], [0.113, 0.134, 0.281], [0.396, 0.479, 0.143], [0.261, 0.288, 0.292], [-0.737, 0.686, -0.404], [0.910, -0.030, -1.944], [-0.129, 0.022, -0.065], [-0.076, -0.261, -0.454], [0.222, -0.344, -0.226], [0.281, 0.410, -0.105], [-0.041, 0.228, -0.065], [0.012, -0.379, -0.098], [0.376, -0.482, -0.787], [0.171, 0.115, -0.138], [0.003, -0.174, -0.109], [0.439, 0.095, 0.022], [0.339, 0.073, -0.164], [-0.032, -0.211, 0.064], [0.256, 0.125, -0.043], [-0.106, 0.043, -0.233], [0.015, 0.056, 0.046], [0.337, 0.012, -0.393], [0.280, 0.038, 0.500], [-0.342, -0.048, 0.042], [-0.439, -0.397, 0.078], [0.118, 0.050, 0.204], [0.280, -0.108, 0.155], [0.359, 0.040, 0.033], [0.764, -0.743, -0.289], [-0.727, 0.675, 0.279], [-0.036, -0.215, 0.800], [0.290, 0.056, -1.055], [-0.025, -0.488, 1.264], [-0.414, 0.789, -0.689], [1.060, -1.247, -0.577], [-1.190, 1.370, 0.576], [-0.045, 0.553, -1.116], [-0.321, 0.007, 1.024], [0.025, 0.307, -0.757], [0.293, -0.654, 0.774]], "lowdin_spin": [1.858, 0.201, 0.044, 0.023, 0.233, 0.304, 0.034, 0.000, 0.007, 0.012, 0.044, 0.009, 0.000, 0.016, -0.009, -0.003, -0.001, -0.001, 0.055, 0.021, 0.008, 0.002, -0.004, -0.001, -0.001, 0.000, 0.000, 0.002, 0.000, 0.001, 0.004, 0.003, 0.005, 0.000, 0.000, 0.000, 0.000, 0.000, 0.000, 0.001, 0.000, 0.000, 0.001, 0.003, 0.000, 0.000, 0.037, 0.026, -0.003, 0.003, 0.000, 0.000, 0.000, 0.003, 0.028, 0.003, 0.004, 0.004, 0.004, 0.000, 0.000, 0.001, 0.006, 0.000, 0.001, 0.000, 0.013, 0.000, 0.002, 0.000, 0.063, 0.195, -0.014, -0.016, 0.137, 0.040, 0.073, 0.366, 0.138, 0.039, -0.012, -0.016]}

***

2.
{"formula": "C3H6N2O3", "method": "ωB97M-V/def2-TZVPD", "homo_lumo_gap_ev": [8.63, 6.77], "homo_energy_ev": [-7.898, -10.554], "multiplicity": 3, "s2": 2.0108, "symbols": ["C", "C", "C", "N", "N", "O", "O", "O", "H", "H", "H", "H", "H", "H"], "coordinates": [[0.5846, -0.2264, 0.3929], [0.0495, -0.0614, -1.0287], [-0.5812, 0.1105, 1.4192], [-1.7697, 0.3432, 1.0982], [-0.1086, 0.0120, 2.8001], [1.5053, 0.8722, 0.6951], [0.6620, -0.8673, 3.0875], [-0.6188, 0.8191, 3.5156], [0.9923, 0.0157, -1.6073], [-0.4949, -1.0493, -1.2371], [-0.6232, 0.7554, -1.2654], [1.3002, -1.1219, 0.3898], [-2.4787, 0.6198, 1.7844], [2.0160, 0.8616, -0.0196]], "forces_ev_per_a": [[0.040, 1.838, 0.184], [0.315, -2.231, -0.082], [0.675, -2.281, -0.581], [0.404, 0.407, -0.422], [-1.362, -0.019, -7.435], [-3.828, -0.516, 4.230], [3.967, -4.079, 2.050], [-2.876, 4.767, 5.754], [-0.784, -0.221, -0.389], [0.814, 1.406, -0.211], [0.109, 0.175, 0.482], [-2.048, 0.491, 0.811], [0.757, -0.226, 0.096], [3.815, 0.488, -4.487]], "lowdin_spin": [0.012, 0.003, 0.053, 0.152, 0.428, 0.003, 0.636, 0.705, 0.001, 0.000, 0.001, 0.000, 0.008, 0.000]}

***

3.
{"formula": "C2H11N2O2", "method": "ωB97M-V/def2-TZVPD", "homo_lumo_gap_ev": 11.35, "homo_energy_ev": -14.838, "total_charge": 1, "symbols": ["C", "N", "C", "N", "H", "H", "H", "H", "H", "H", "H", "H", "H", "O", "H", "H", "O"], "coordinates": [[1.4093, 2.2139, -0.0649], [0.3875, 1.2371, -0.4262], [-0.8404, 1.4064, -0.0282], [-1.8228, 0.5789, -0.3410], [1.8468, 2.1161, 0.9259], [2.1988, 2.2120, -0.8156], [1.0136, 3.2179, -0.1816], [0.6513, 0.3401, -0.8300], [-1.0064, 2.0188, 0.8606], [-1.5502, -0.1805, -0.9497], [-2.7952, 0.8370, -0.2999], [1.3337, -2.8381, 1.7629], [-0.0951, -2.6249, 2.2898], [0.4062, -2.8908, 1.5119], [0.6003, -1.9754, -1.5813], [0.0094, -2.1521, -0.1708], [0.1617, -1.4886, -0.8728]], "forces_ev_per_a": [[0.543, 0.696, -0.543], [0.129, 0.582, 0.513], [-0.251, -1.240, 1.391], [0.573, 0.071, -0.652], [-0.146, -0.361, 0.031], [0.057, -0.452, 0.118], [-0.335, 0.048, 0.274], [-0.138, -0.039, -0.259], [-0.175, 1.000, -0.903], [-0.300, -0.271, -0.247], [0.039, 0.027, 0.435], [0.020, -0.057, 0.061], [0.038, -0.117, 0.048], [-0.151, 0.108, -0.101], [-0.111, 0.013, -0.023], [0.274, 0.210, 0.232], [-0.066, -0.217, -0.375]], "lowdin_charge": [-0.033, 0.021, -0.142, 0.184, 0.098, 0.100, 0.095, 0.120, 0.175, 0.103, 0.138, 0.065, 0.064, -0.037, 0.079, 0.033, -0.063]}

***

Quick rundown of largest force on an atom, same order as above: 4.545; 8.007; 1.880 eV/A